Record 1
7
Properties=species:S:1:pos:R:3 method="wB97M-V/def2-TZVPD" charge=0 orbital_gap_ev=12.132 relative_energy_kj_mol=35.8
F 1.556 0.908 0.389
N 0.986 0.036 -0.479
F 1.426 -1.190 -0.092
C -0.708 0.057 -0.038
F -0.798 -0.398 1.195
F -1.107 1.300 -0.105
F -1.354 -0.713 -0.869

***

Record 2
40
Properties=species:S:1:pos:R:3 method="wB97M-V/def2-TZVPD" charge=+1 orbital_gap_ev=6.460 relative_energy_kj_mol=0.0
O 4.591 -0.001 -0.678
N 4.435 1.104 -1.013
O 3.259 1.204 -1.799
C 2.257 1.963 -1.123
C 0.862 1.332 -1.210
C 0.638 -0.114 -1.391
N -0.680 -0.501 -1.440
N -1.785 0.153 -1.324
C -1.679 1.455 -1.150
F -2.808 2.149 -1.013
C -0.369 2.091 -1.098
H 2.526 2.079 -0.032
H 2.186 2.995 -1.545
H 1.483 -0.831 -1.486
H -0.803 -1.524 -1.581
H -0.327 3.193 -0.965
C 3.177 2.372 2.982
O 2.783 2.194 1.830
N 3.117 3.579 3.593
N 3.704 1.373 3.733
H 3.433 3.747 4.530
H 2.733 4.343 3.065
H 3.764 0.463 3.310
H 4.031 1.495 4.673
C 0.169 -3.531 0.486
O -0.213 -3.664 -0.673
N 0.092 -2.331 1.121
N 0.687 -4.546 1.214
H 0.391 -2.172 2.065
H -0.277 -1.571 0.587
H 0.754 -5.444 0.766
H 1.002 -4.450 2.161
C -5.790 -1.229 -2.266
O -6.822 -1.645 -2.751
N -5.529 0.100 -2.111
N -4.795 -2.054 -1.829
H -4.683 0.459 -1.713
H -6.235 0.745 -2.420
H -4.945 -3.043 -1.922
H -3.938 -1.727 -1.426

***

Record 3
19
Properties=species:S:1:pos:R:3 method="wB97M-V/def2-TZVPD" charge=0 orbital_gap_ev=12.495 relative_energy_kj_mol=30.1
C 0.425 -0.859 1.445
C 1.566 -0.966 0.414
C 2.288 -2.316 0.431
H 0.206 -1.830 1.891
H -0.479 -0.471 0.987
H 0.701 -0.164 2.231
H 1.176 -0.804 -0.592
H 2.296 -0.183 0.596
H 3.033 -2.353 1.236
H 1.595 -3.138 0.588
H 2.828 -2.509 -0.497
C -2.001 1.261 -1.006
C -2.071 2.793 -1.254
H -2.205 0.726 -1.922
H -0.991 1.028 -0.681
H -2.666 1.007 -0.191
H -2.546 2.993 -2.219
H -1.078 3.229 -1.327
H -2.612 3.308 -0.462

***

Record 4
66
Properties=species:S:1:pos:R:3 method="wB97M-V/def2-TZVPD" charge=0 orbital_gap_ev=10.799 relative_energy_kj_mol=388.6
C -4.729 6.365 2.345
C -5.384 5.551 3.359
C -4.785 4.254 3.855
O -4.589 4.396 5.268
C -4.909 5.723 5.590
O -4.919 6.147 6.753
O -5.320 6.393 4.482
H -5.357 7.187 2.001
H -4.550 5.888 1.381
H -3.791 6.749 2.746
H -6.397 5.353 3.008
H -3.795 4.113 3.420
H -5.298 3.342 3.551
C 6.520 0.852 1.420
C 7.490 1.929 1.812
C 8.745 2.158 0.940
O 8.854 3.480 0.811
C 7.689 4.088 1.184
O 7.541 5.271 1.223
O 6.867 3.175 1.630
H 5.618 0.861 2.031
H 7.003 -0.125 1.399
H 6.161 0.944 0.395
H 7.769 1.981 2.865
H 8.344 1.883 -0.036
H 9.656 1.641 1.240
O -6.467 -5.761 5.762
C -5.433 -5.653 5.077
O -4.686 -6.691 4.729
C -3.869 -6.306 3.629
C -3.718 -4.801 3.963
O -4.978 -4.503 4.510
H -2.927 -6.851 3.699
H -4.394 -6.520 2.698
H -3.477 -4.294 3.028
H -2.953 -4.696 4.732
O -0.012 0.616 -5.697
C 0.650 1.452 -6.293
O 1.643 2.207 -5.738
C 2.479 2.667 -6.840
C 1.527 2.574 -8.023
O 0.648 1.522 -7.618
H 2.965 3.642 -6.814
H 3.342 2.013 -6.966
H 1.969 2.368 -8.998
H 0.852 3.429 -8.059
O 0.086 2.427 1.125
C 0.329 1.283 0.661
O 1.476 0.623 0.822
C 1.302 -0.711 0.522
C -0.044 -0.734 -0.135
O -0.543 0.550 -0.006
H 1.907 -1.153 -0.270
H 1.296 -1.259 1.464
H -0.687 -1.415 0.423
H 0.020 -0.971 -1.197
O -1.287 -5.605 -1.306
C -1.313 -5.964 -2.487
O -0.623 -5.410 -3.389
C -0.890 -6.097 -4.623
C -1.754 -7.304 -4.309
O -1.968 -6.954 -2.963
H -1.290 -5.360 -5.319
H 0.081 -6.487 -4.928
H -1.109 -8.154 -4.529
H -2.586 -7.319 -5.013

***

Record 5
36
Properties=species:S:1:pos:R:3 method="wB97M-V/def2-TZVPD" charge=0 orbital_gap_ev=8.718 relative_energy_kj_mol=887.9
C 2.461 -5.056 0.925
O 2.839 -3.721 0.824
C 2.123 -2.724 0.820
C 2.820 -1.457 0.717
C 1.977 -0.395 0.956
C 0.643 -0.471 1.036
C -0.191 0.793 1.146
O -0.907 1.167 1.919
N 0.158 1.720 0.144
C -0.421 3.058 0.197
C -1.252 3.402 -1.138
C -2.330 2.464 -1.259
C -0.389 3.407 -2.430
C -0.115 -1.836 0.724
O -1.554 -2.223 0.804
C -2.461 -1.282 0.575
C 0.735 -2.980 0.747
H 1.788 -5.179 1.691
H 1.972 -5.326 -0.055
H 3.144 -5.814 0.957
H 3.882 -1.383 0.899
H 2.268 0.605 0.997
H 0.606 1.475 -0.697
H 0.450 3.690 0.135
H -1.091 3.054 1.126
H -1.526 4.387 -1.190
H -2.145 1.336 -1.850
H -3.024 2.501 -0.595
H -2.765 2.892 -2.343
H -0.677 3.784 -3.190
H 0.173 2.513 -2.596
H 0.516 4.053 -2.277
H -2.361 -0.487 1.388
H -2.302 -0.446 -0.163
H -3.323 -1.719 0.316
H 0.277 -3.804 0.742

***

Record 6
73
Properties=species:S:1:pos:R:3 method="wB97M-V/def2-TZVPD" charge=-3 orbital_gap_ev=8.244
C -0.131 3.904 1.187
C 1.161 3.216 1.424
N 1.068 1.825 1.362
C 1.305 0.970 0.277
C 1.145 -0.405 0.697
N 0.794 -0.378 1.978
C 0.802 0.972 2.424
C 0.411 -1.505 2.825
H 0.072 4.974 1.169
H -0.709 3.710 2.090
H -0.544 3.579 0.231
H 1.611 3.637 2.324
H 1.694 3.584 0.547
H 1.738 1.459 -0.583
H 1.183 -1.319 0.123
H 0.554 1.281 3.429
H -0.482 -1.188 3.364
H 1.215 -1.778 3.508
H 0.188 -2.409 2.258
C 0.101 -2.448 -2.549
C -1.351 -3.066 -2.697
N -2.415 -2.098 -2.760
C -3.522 -2.084 -3.630
C -4.202 -0.905 -3.398
N -3.650 -0.234 -2.296
C -2.514 -0.968 -1.981
C -4.000 1.149 -1.941
H 0.865 -3.223 -2.503
H 0.093 -1.830 -1.651
H 0.407 -1.805 -3.375
H -1.481 -3.761 -1.867
H -1.271 -3.677 -3.596
H -3.627 -2.756 -4.468
H -5.000 -0.446 -3.963
H -1.811 -0.615 -1.240
H -4.201 1.742 -2.833
H -3.144 1.606 -1.444
H -4.932 1.199 -1.379
P -0.501 1.927 -3.861
F -2.050 1.841 -4.324
F -0.878 1.717 -2.199
F -0.347 0.244 -3.826
F 1.036 1.970 -3.346
F -0.020 1.949 -5.371
F -0.596 3.537 -3.739
P 4.612 3.381 -1.133
F 5.853 2.394 -0.923
F 5.521 4.718 -0.945
F 4.972 3.403 -2.737
F 3.285 4.219 -1.645
F 3.876 2.014 -1.500
F 4.199 3.249 0.432
P 3.291 0.133 5.695
F 3.351 0.992 4.311
F 3.260 -1.315 4.844
F 4.919 -0.035 5.807
F 3.170 -0.632 7.084
F 3.363 1.627 6.341
F 1.649 0.175 5.659
P -3.688 -0.577 1.763
F -5.141 0.069 2.408
F -3.422 0.861 0.963
F -2.882 -0.039 3.129
F -2.403 -1.190 1.020
F -3.894 -1.967 2.623
F -4.626 -1.171 0.578
P 0.938 -4.775 0.276
F -0.147 -5.868 0.924
F 2.101 -5.930 0.291
F 0.457 -5.168 -1.257
F 2.070 -3.783 -0.391
F -0.232 -3.620 0.238
F 1.486 -4.259 1.746

***

| no. | HOMO level (eV) | electronic energy (hartree) |
| --- | --- | --- |
| 1 | -11.168 | -592.0474 |
| 2 | -11.743 | -1283.6370 |
| 3 | -11.344 | -198.8777 |
| 4 | -10.643 | -2133.1487 |
| 5 | -8.030 | -786.9312 |
| 6 | -2.848 | -5393.4489 |